1.
Below is a molecular structure, C18H20NO6P2Rh, with properties calculated with wB97M-V/def2-TZVPD.

The geometry in XYZ format:
```
48
Properties=species:S:1:pos:R:3:forces:R:3
Rh -0.38602 -0.86946 -0.17213 -0.1 -0.1 0.1
O -4.20333 -0.72704 1.11046 0.0 0.0 0.1
C -3.02570 -0.88976 0.88332 0.0 -0.1 -0.1
O -2.36921 -0.37420 -0.12278 0.0 0.0 0.0
C -2.18283 -1.74853 1.82438 0.0 0.0 0.0
C -2.61627 -2.45425 2.93089 0.0 0.0 0.0
C -1.67160 -3.18175 3.65156 0.0 0.0 0.0
C -0.33406 -3.20109 3.26853 0.0 0.0 0.0
C 0.02908 -2.47217 2.14992 0.1 0.1 0.0
N -0.89795 -1.78556 1.50687 -0.1 0.1 0.1
C 1.42104 -2.31386 1.53547 0.0 -0.3 0.0
O 2.37173 -2.82159 2.09230 0.0 0.1 0.0
O 1.45284 -1.61834 0.43848 0.0 0.1 -0.2
H -3.66256 -2.42852 3.20017 0.0 0.0 0.0
H -1.98480 -3.74560 4.52059 0.0 0.0 0.0
H 0.41889 -3.76207 3.80361 0.0 0.0 0.0
C -1.11648 2.13383 1.42258 0.0 -0.1 0.0
P 0.21691 1.05736 0.82890 0.2 0.1 -0.1
C 1.28788 0.86439 2.27867 0.0 0.0 0.0
C 1.19294 2.03443 -0.36193 0.0 0.0 0.0
C 1.98850 3.10791 0.02427 0.0 0.0 0.0
C 2.75524 3.77795 -0.91631 0.0 0.0 0.0
C 2.72985 3.38028 -2.24560 0.0 0.0 0.0
C 1.92473 2.32318 -2.64278 0.0 0.0 0.0
C 1.14930 1.64980 -1.70723 0.0 0.0 0.2
P -0.01314 0.30759 -2.11451 -0.1 0.0 0.0
C 0.48495 -0.36179 -3.71894 0.1 0.0 0.1
C -1.52921 1.22436 -2.54719 0.1 -0.1 0.0
H -0.72314 3.09762 1.74648 0.0 0.0 0.0
H -1.60488 1.64177 2.26573 0.0 0.0 0.0
H -1.86375 2.27827 0.64475 0.0 0.0 0.0
H 1.50118 1.83336 2.73048 0.0 0.0 0.0
H 2.21183 0.36862 1.98624 0.0 0.0 0.0
H 0.77811 0.24252 3.01630 0.0 0.0 0.0
H 2.03147 3.41517 1.06222 0.0 0.0 0.0
H 3.38523 4.60229 -0.60946 0.0 0.0 0.0
H 3.34206 3.89462 -2.97465 0.0 0.0 0.0
H 1.90997 2.01774 -3.68148 0.0 0.0 0.0
H 0.35294 0.40062 -4.48813 0.1 0.0 0.0
H -0.15592 -1.21313 -3.93456 0.0 0.0 0.0
H 1.51003 -0.72487 -3.68600 0.0 0.0 0.0
H -1.31415 1.94113 -3.34071 0.0 0.0 0.0
H -1.93070 1.74014 -1.67849 0.0 0.0 0.0
H -2.28582 0.51340 -2.87923 0.0 0.0 0.0
O -0.92665 -2.69788 -0.98657 0.1 0.1 0.0
C -0.11340 -3.29141 -1.79598 0.0 -0.1 0.0
O 0.86400 -2.81951 -2.34925 0.0 0.0 0.0
H -0.39911 -4.34597 -1.96925 0.0 0.0 0.0
```
Positions in Å, forces in eV/Å.

HOMO: -9.13 eV
Strongest force on any atom: 0.3 eV Å⁻¹
Gap between HOMO and LUMO: 0.33580 hartree
Relative energy (zero: lowest compared OMol25 entry of this formula, charge and spin): 0.0 kJ/mol

2.
Below is a molecular structure, C18H21BBaClF6N9O8S5, with properties calculated with wB97M-V/def2-TZVPD.

The geometry in XYZ format:
```
70
Properties=species:S:1:pos:R:3:forces:R:3
Ba -0.97057 -0.02034 -0.10470 0.4 2.7 0.2
C 1.58142 -0.16727 4.00030 0.0 0.0 0.0
C 1.73804 0.14188 2.54390 0.1 0.1 0.0
N 1.42632 1.24944 1.98439 -0.2 0.1 -0.2
N 1.15152 2.32758 2.80624 0.1 -0.1 0.1
C -0.04797 2.78154 2.85667 0.0 0.0 0.0
N -0.22940 3.91836 3.66096 0.0 0.0 -0.1
S -1.48685 2.17274 2.10962 0.0 -0.2 0.0
C 2.35132 -0.90284 1.67375 0.0 0.0 0.0
C 3.00408 -0.54933 0.49424 0.0 0.0 0.0
C 3.59621 -1.53906 -0.26883 0.0 0.0 0.0
C 3.51244 -2.84988 0.17202 0.0 0.0 0.0
C 2.85143 -3.10444 1.36277 0.0 0.0 0.0
N 2.29075 -2.16161 2.11601 0.0 0.0 0.0
H 0.82304 -0.94413 4.10943 0.0 0.0 0.0
H 1.27846 0.72297 4.54398 0.0 0.0 0.0
H 2.50845 -0.57332 4.40775 0.0 0.0 0.0
H 0.61699 4.46183 3.75559 0.0 0.0 0.0
H -1.03178 4.45619 3.37054 0.0 0.0 0.0
H 3.03676 0.48910 0.19531 0.0 0.0 0.0
H 4.08085 -1.30249 -1.20610 0.0 0.0 0.0
H 3.92362 -3.65797 -0.41746 0.0 0.0 0.0
H 2.75403 -4.12122 1.73005 0.0 0.0 0.0
F -3.49998 -4.63800 0.68683 0.0 0.0 0.0
C -3.14752 -3.58749 1.42169 0.0 0.0 0.0
F -3.16004 -3.94380 2.70681 0.0 0.0 0.0
F -4.05236 -2.62377 1.24452 0.0 0.0 0.0
S -1.45058 -3.01378 0.98421 -0.2 -0.5 0.3
O -1.26402 -1.83562 1.81378 -0.1 -0.3 0.0
O -0.59964 -4.14260 1.19092 0.0 0.0 0.0
N -1.70531 -2.59370 -0.52653 0.1 -0.7 -0.1
S -0.41126 -2.61220 -1.51137 -0.5 -0.4 0.0
O -0.78428 -1.87388 -2.67633 -0.1 -0.1 0.0
O 0.70103 -2.14032 -0.72921 0.3 -0.4 -0.3
C -0.21877 -4.42082 -2.01285 0.1 0.0 0.0
F 0.82640 -4.97065 -1.43068 0.0 0.1 0.0
F -0.12804 -4.50158 -3.32428 0.0 0.0 0.0
F -1.31784 -5.08029 -1.63042 0.0 0.0 0.0
C 0.55277 4.13198 -0.26452 0.0 -0.1 0.0
N -0.85278 4.45881 -0.34059 0.0 0.1 -0.1
C -1.49046 5.46430 0.35426 0.0 0.0 0.0
C -2.80483 5.36070 0.05813 0.0 0.0 0.0
N -2.97760 4.30629 -0.80833 0.1 0.0 0.0
B -4.36866 3.86523 -1.41175 0.0 0.0 0.0
N -4.54154 2.34812 -1.07748 -0.1 0.0 0.1
C -4.12858 1.79989 0.11121 0.0 0.0 -0.1
C -4.22218 0.45390 0.02478 0.1 0.0 -0.1
N -4.72348 0.17835 -1.23948 0.1 0.0 0.0
C -4.93604 -1.14442 -1.77900 0.0 0.0 0.0
C -4.93739 1.35283 -1.91368 0.0 -0.1 0.0
S -5.61747 1.46446 -3.45396 0.0 0.0 0.0
C -1.76871 3.75841 -1.05316 -0.2 -0.1 0.1
S -1.42387 2.44210 -2.08316 0.2 -0.1 0.0
H 1.02222 4.80045 0.45508 0.0 0.0 0.0
H 1.02330 4.23490 -1.24156 0.0 0.0 0.0
H 0.68280 3.10786 0.08662 0.0 0.0 0.0
H -0.95348 6.13482 1.00139 0.0 0.0 0.0
H -3.64396 5.94630 0.38774 0.0 0.0 0.0
H -4.37935 4.01208 -2.60015 0.0 0.0 0.0
H -5.19822 4.54104 -0.83146 0.0 0.0 0.0
H -3.77292 2.41086 0.92291 0.0 0.0 0.0
H -4.01513 -0.31890 0.74431 -0.1 0.0 0.1
H -5.48534 -1.75470 -1.06058 0.0 0.0 0.0
H -3.98740 -1.63246 -2.00993 0.0 0.0 0.0
H -5.51130 -1.03362 -2.69530 0.0 0.0 0.0
O 3.08304 -2.36785 -5.18505 0.0 0.0 0.0
Cl 3.22072 -2.28053 -3.75480 0.0 -0.1 0.1
O 4.59950 -2.52331 -3.37930 0.1 0.0 0.0
O 2.38702 -3.28775 -3.12501 0.0 0.1 0.0
O 2.82534 -0.97055 -3.29371 0.0 0.0 0.0
```
Positions in Å, forces in eV/Å.

HOMO: -2.68 eV
Total charge: -2
Strongest force on any atom: 2.7 eV Å⁻¹
Gap between HOMO and LUMO: 0.24108 hartree
Relative energy (zero: lowest compared OMol25 entry of this formula, charge and spin): 68.9 kJ/mol

3.
Below is a molecular structure, C18H21BClN9O2Zn, with properties calculated with wB97M-V/def2-TZVPD.

The geometry in XYZ format:
```
53
Properties=species:S:1:pos:R:3:forces:R:3
Zn -0.02918 0.00348 -0.25744 -0.2 0.3 0.2
C 0.08534 -3.77642 -2.83831 0.0 0.0 0.0
C -0.38919 -2.47432 -2.63910 0.0 0.0 0.1
N 0.04484 -1.97805 -1.48353 0.0 -0.1 -0.2
N 0.81124 -2.94380 -0.93045 0.0 0.1 0.2
C 0.85225 -4.02911 -1.72185 0.0 0.0 0.0
B 1.58401 -2.65933 0.37582 0.0 0.0 -0.1
N 0.57954 -2.29762 1.49229 0.0 -0.1 -0.1
C 0.37451 -2.91691 2.66679 0.0 0.0 0.0
C -0.71557 -2.33500 3.28277 0.0 0.0 0.0
C -1.13092 -1.34177 2.38815 0.0 0.0 0.0
N -0.35236 -1.33341 1.31550 0.3 -0.1 0.1
N 2.54827 -1.46261 0.08840 -0.1 -0.1 0.2
C 3.88854 -1.47111 0.03964 0.0 0.0 0.0
C 4.32162 -0.22799 -0.38320 0.0 0.0 0.0
C 3.14178 0.49569 -0.57911 0.0 0.1 0.1
N 2.08183 -0.25075 -0.27692 0.0 -0.1 -0.2
H -0.10199 -4.42946 -3.67362 0.0 0.0 0.0
H -1.01801 -1.88866 -3.29033 0.0 0.0 0.0
H 1.42756 -4.89545 -1.43632 0.0 0.0 0.0
H 2.23011 -3.61747 0.70476 0.0 0.1 0.0
H 1.01078 -3.73030 2.97570 0.0 0.0 0.0
H -1.15247 -2.59371 4.23235 0.0 0.0 0.0
H -1.94770 -0.63967 2.46591 0.1 0.0 0.0
H 4.44255 -2.35762 0.30294 0.0 0.0 0.0
H 5.33613 0.10089 -0.53029 0.0 0.0 0.0
H 3.01170 1.52026 -0.89747 0.0 -0.1 0.0
C -0.21655 2.90977 3.45537 -0.1 0.0 0.0
C -0.32091 2.10948 2.19057 -0.2 -0.1 0.0
N 0.66782 1.51130 1.64567 0.0 0.0 0.0
O 1.85992 1.62483 2.37405 0.0 0.0 -0.1
C -1.63739 1.96621 1.53786 0.2 0.1 -0.1
C -2.86843 2.60607 2.10005 0.0 0.0 0.0
N -1.69040 1.28291 0.42990 0.0 -0.2 0.1
O -2.81620 1.18533 -0.19437 0.1 0.1 0.1
H 0.81797 3.06123 3.73932 0.0 0.0 0.0
H -0.73069 2.39415 4.26993 0.0 0.0 0.0
H -0.70545 3.87601 3.32343 0.0 0.0 0.0
H 2.45379 1.04010 1.88807 0.0 0.0 -0.1
H -2.82496 2.68007 3.18732 0.0 0.0 0.0
H -3.73278 2.01358 1.80565 0.0 0.0 0.0
H -3.02469 3.61247 1.69670 0.0 0.0 0.0
Cl -4.23862 0.93992 -3.65396 0.1 0.0 0.0
C -2.59733 1.37913 -3.33125 -0.1 -0.1 0.0
C -2.00989 2.46043 -3.93980 0.0 0.1 -0.1
C -0.69308 2.76858 -3.60779 -0.1 0.1 -0.1
C -0.04231 1.97550 -2.69621 0.2 -0.2 0.1
N -0.61130 0.90369 -2.12527 0.1 0.1 0.1
C -1.87576 0.62165 -2.41714 -0.1 -0.2 -0.1
H -2.56334 3.05753 -4.65263 0.0 0.0 0.0
H -0.19033 3.61245 -4.05814 0.0 0.0 0.0
H 0.98254 2.17914 -2.40913 0.0 0.0 0.0
H -2.32684 -0.24131 -1.95125 0.0 0.0 -0.1
```
Positions in Å, forces in eV/Å.

HOMO: -7.27 eV
Strongest force on any atom: 0.4 eV Å⁻¹
Gap between HOMO and LUMO: 0.28760 hartree
Relative energy (zero: lowest compared OMol25 entry of this formula, charge and spin): 25.0 kJ/mol